(1)
{"formula": "C6H10S", "method": "wB97M-V/def2-TZVPD", "homo_ev": -8.7815, "spin_multiplicity": 1, "fmax_ha_per_bohr": 0.0373, "smiles": "C=C[C@H]1S[C@H]1CC", "relative_energy_kcal_mol": 32.70, "energy_ev": -17218.2055, "gap_ev": 9.8, "species": ["C", "C", "C", "C", "C", "C", "H", "H", "H", "H", "H", "H", "H", "H", "H", "H", "S"], "xyz": [[-0.877200, 1.804716, 0.117604], [0.507292, 1.395372, 0.656289], [0.499253, 0.037206, 1.293564], [0.431996, -1.201884, 0.455981], [0.441688, -1.254372, -1.041204], [-0.434623, -1.967008, -1.704031], [-0.772532, 2.637775, -0.604291], [-1.409903, 0.993911, -0.380011], [-1.542002, 2.162167, 0.918774], [0.743436, 2.109999, 1.466642], [1.253345, 1.467761, -0.166002], [-0.206284, -0.006262, 2.122692], [-0.169058, -2.023536, 0.892383], [1.188555, -0.638324, -1.535839], [-1.128618, -2.628160, -1.191823], [-0.463475, -1.960535, -2.783883], [1.938131, -0.928827, 1.483154]], "forces_ev_per_angstrom": [[-0.2, 0.5, -0.1], [0.0, 0.7, -0.2], [-1.7, 0.2, -0.5], [-0.1, -1.0, 0.3], [0.9, 1.1, 1.3], [-0.5, -0.7, -0.5], [-0.1, -0.4, 0.4], [0.2, -0.1, -0.1], [0.3, -0.1, -0.1], [0.4, -0.1, -0.6], [-0.3, -0.1, 0.7], [0.2, 0.0, 0.1], [0.3, 0.6, -0.3], [-0.2, 0.0, -0.1], [0.0, 0.2, 0.0], [0.0, 0.0, -0.1], [0.9, -0.7, -0.3]]}

(2)
{"formula": "H18O9", "method": "wB97M-V/def2-TZVPD", "homo_ev": -10.6368, "spin_multiplicity": 1, "fmax_ha_per_bohr": 0.2405, "smiles": "O.O.O.O.O.O.O.O.O", "relative_energy_kcal_mol": 110.61, "energy_ev": -18717.3390, "gap_ev": 10.3, "species": ["O", "H", "H", "O", "H", "H", "O", "H", "H", "O", "H", "H", "O", "H", "H", "O", "H", "H", "O", "H", "H", "O", "H", "H", "O", "H", "H"], "xyz": [[-3.334037, 2.384741, -0.683407], [-2.712037, 3.141741, -0.441407], [-2.915037, 1.566741, -0.477407], [1.277963, -2.988259, -1.427407], [1.972963, -3.149259, -0.685407], [0.644963, -3.506259, -1.293407], [2.923963, -0.881259, -2.269407], [3.842963, -1.097259, -1.823407], [2.205963, -1.472259, -1.745407], [-2.584037, -0.428259, -0.117407], [-3.172037, -0.771259, -0.841407], [-2.966037, -0.865259, 0.761593], [-0.637037, -1.196259, 2.930593], [0.098963, -0.891259, 3.592593], [-0.344037, -1.060259, 1.986593], [0.177963, -0.495259, 0.389593], [0.392963, -1.164259, -0.306407], [-0.520037, -0.075259, 0.040593], [-0.810037, 2.324741, 1.829593], [-0.592037, 1.951741, 1.067593], [-1.603037, 2.749741, 1.439593], [0.002963, 1.917741, -0.897407], [0.991963, 2.277741, -0.785407], [0.086963, 1.283741, -1.562407], [2.627963, 0.517741, 0.558593], [3.144963, -0.186259, 0.177593], [1.795963, 0.111741, 0.582593]], "forces_ev_per_angstrom": [[0.3, 2.8, 0.1], [-1.1, -1.9, -0.7], [0.8, -1.0, 0.5], [10.4, 6.7, 0.5], [-2.0, 0.1, -2.0], [-8.5, -7.1, 1.8], [0.4, -2.3, 3.1], [-2.9, 0.6, -1.4], [2.6, 1.9, -2.1], [-2.0, -1.8, 1.6], [0.7, 0.4, 1.1], [1.3, 1.5, -2.8], [1.8, 0.5, 1.1], [-2.0, -0.7, -2.4], [0.2, 0.2, 1.6], [4.2, -4.0, 0.8], [-0.2, 0.4, 0.9], [-4.3, 2.8, -1.8], [-2.9, 3.1, 4.0], [2.7, -3.2, -5.2], [0.2, 0.2, 1.3], [2.9, 3.1, 1.9], [-3.2, -1.3, -0.2], [0.3, -1.5, -1.9], [2.2, 0.9, 0.1], [0.7, 0.0, -0.3], [-2.5, -0.4, 0.3]]}

(3)
{"formula": "C32H54FeN3OP2S", "method": "wB97M-V/def2-TZVPD", "homo_ev": [-8.6248, -9.6325], "s2": 6.1714, "spin_multiplicity": 5, "fmax_ha_per_bohr": 0.1030, "total_charge": 1, "energy_ev": -104371.1776, "gap_ev": [6.5, 5.9], "species": ["C", "C", "C", "C", "C", "H", "H", "H", "N", "P", "P", "C", "H", "H", "C", "H", "C", "C", "C", "C", "C", "H", "H", "H", "C", "H", "H", "H", "C", "H", "H", "H", "C", "H", "H", "H", "C", "H", "H", "H", "C", "H", "H", "H", "C", "H", "H", "H", "C", "H", "H", "H", "C", "H", "H", "H", "C", "H", "H", "H", "C", "H", "H", "H", "C", "H", "H", "H", "Fe", "C", "O", "N", "C", "C", "C", "C", "C", "H", "H", "H", "H", "H", "H", "H", "H", "H", "S", "C", "C", "N", "C", "H", "H", "H"], "xyz": [[-2.415650, 1.121159, -1.333366], [-2.604384, -1.106889, -0.653374], [-3.570419, 1.022342, -2.132875], [-3.887199, -1.201208, -1.261368], [-4.350035, -0.138865, -2.014201], [-3.823102, 1.854800, -2.785638], [-4.452985, -2.116382, -1.094113], [-5.314871, -0.187332, -2.512905], [-1.996954, 0.110753, -0.584456], [-0.670011, 2.499816, 0.332098], [-0.319370, -2.317852, 0.611695], [-1.546317, 2.364366, -1.309019], [-0.793593, 2.256902, -2.102854], [-2.139413, 3.253012, -1.555060], [-1.896722, -2.220295, -0.145308], [-2.469557, -3.161761, -0.042458], [0.332197, -3.458111, -0.838313], [-0.436861, -3.413453, 2.213743], [0.873245, 3.600639, 0.023624], [-2.021195, 3.413375, 1.282304], [1.846454, -3.308318, -0.783108], [2.265271, -3.583268, 0.195108], [2.314306, -3.953085, -1.542208], [2.127805, -2.271910, -1.000590], [-0.098533, -4.923815, -0.708150], [0.313590, -5.431804, 0.170488], [-1.191957, -5.018811, -0.733211], [0.281940, -5.453845, -1.594585], [-0.228638, -2.987664, -2.189795], [0.229418, -3.566737, -3.004981], [-1.314773, -3.124161, -2.251281], [-0.025684, -1.928139, -2.371451], [0.969024, -3.977867, 2.480561], [1.710391, -3.168772, 2.557047], [0.956619, -4.503478, 3.446938], [1.301145, -4.700035, 1.727143], [-0.815679, -2.561522, 3.429168], [-0.097603, -1.757400, 3.626333], [-1.824481, -2.146150, 3.352040], [-0.808876, -3.220813, 4.311529], [-1.499298, -4.519243, 2.113684], [-1.329004, -5.243766, 1.314427], [-1.470966, -5.081009, 3.060025], [-2.509243, -4.102094, 2.006692], [-1.499348, 3.591282, 2.713312], [-2.248202, 4.160228, 3.282901], [-1.368899, 2.624739, 3.210642], [-0.547240, 4.135107, 2.756700], [-3.312992, 2.575097, 1.300858], [-3.798208, 2.547702, 0.316936], [-3.149695, 1.553583, 1.647188], [-4.009523, 3.051566, 2.006563], [-2.402634, 4.768740, 0.659125], [-3.368396, 5.073000, 1.089179], [-1.686424, 5.561664, 0.889446], [-2.542386, 4.714543, -0.426815], [1.233561, 3.476682, -1.456492], [0.497515, 3.961743, -2.112120], [2.200616, 3.969499, -1.640332], [1.334691, 2.424459, -1.744387], [2.032740, 3.057262, 0.869533], [2.310563, 2.039267, 0.572401], [2.914460, 3.697935, 0.718038], [1.800597, 3.044397, 1.942466], [0.676554, 5.083191, 0.355260], [-0.071386, 5.556829, -0.292618], [0.433005, 5.255961, 1.410895], [1.630269, 5.598633, 0.160488], [-0.015929, 0.056113, 0.819226], [-1.218022, 0.222242, 2.142821], [-1.851780, 0.276929, 3.141636], [0.819525, 0.039625, -0.812349], [1.246044, -0.255853, -1.863177], [2.302797, -0.243488, -2.949460], [1.987531, -1.258371, -4.047256], [2.380745, 1.136713, -3.588325], [3.669301, -0.547098, -2.337073], [2.008186, -2.290022, -3.675451], [1.012033, -1.050511, -4.505740], [2.748152, -1.186252, -4.839245], [2.835759, 1.863988, -2.904321], [3.039183, 1.066315, -4.463874], [1.399565, 1.488225, -3.930728], [4.414988, -0.512193, -3.143155], [3.935593, 0.217336, -1.591440], [3.720995, -1.540908, -1.877930], [3.009494, 0.534368, 3.979943], [3.738878, -0.259406, 2.612431], [2.803269, -0.545319, 1.657024], [1.507474, -0.094008, 1.999571], [1.483894, 0.443754, 3.249056], [4.793182, -0.492814, 2.543397], [2.979198, -1.062388, 0.712336], [0.592648, 0.828561, 3.732902]], "forces_ev_per_angstrom": [[0.0, -0.2, 0.0], [-0.2, 0.5, 0.0], [0.2, -0.3, 0.4], [0.4, -0.3, 0.3], [0.1, 0.5, -0.1], [-0.2, -0.2, 0.2], [0.0, 0.2, -0.3], [0.2, -0.1, 0.1], [0.3, -0.4, -0.9], [0.0, 0.5, -0.4], [0.8, -1.1, -0.2], [0.1, -0.2, -0.2], [-0.2, 0.0, 0.2], [0.2, -0.2, 0.0], [-2.6, -0.7, 1.2], [0.1, 0.5, -0.5], [-0.2, -0.1, 0.8], [-0.3, 0.0, -0.7], [-0.7, 0.3, 0.0], [0.4, 0.3, -0.2], [0.3, -0.2, -0.3], [-0.1, 0.1, -0.3], [0.0, 0.1, 0.1], [-0.1, -0.3, 0.2], [0.3, -0.1, -0.3], [-0.2, 0.1, -0.3], [0.3, 0.0, 0.1], [-0.1, 0.0, 0.2], [0.1, 0.3, 0.0], [-0.1, 0.1, 0.2], [0.3, -0.1, 0.0], [-0.2, -0.3, 0.0], [0.0, -0.2, 0.0], [-0.1, -0.2, -0.1], [0.0, 0.1, -0.2], [0.0, 0.2, 0.2], [0.0, 0.0, 0.1], [-0.2, -0.1, -0.1], [0.2, 0.0, 0.0], [0.0, 0.1, -0.2], [0.1, -0.3, 0.2], [-0.1, 0.3, 0.3], [-0.1, 0.1, -0.2], [0.2, -0.1, 0.0], [-0.2, 0.1, 0.2], [0.2, -0.1, 0.0], [0.0, 0.2, -0.1], [-0.3, -0.1, 0.0], [0.1, -0.1, 0.1], [0.1, 0.0, 0.2], [-0.1, 0.2, -0.1], [0.1, -0.1, -0.2], [-0.2, 0.3, 0.4], [0.2, 0.0, -0.1], [-0.3, -0.2, -0.1], [0.0, 0.1, 0.3], [0.2, 0.0, -0.1], [0.2, -0.1, 0.2], [-0.1, -0.1, 0.1], [-0.1, 0.4, 0.1], [0.1, -0.1, 0.0], [-0.1, 0.1, 0.0], [-0.2, -0.1, 0.1], [0.0, 0.1, -0.2], [0.4, 0.3, -0.2], [0.2, -0.2, 0.2], [0.0, 0.0, -0.3], [-0.2, -0.1, 0.1], [-2.8, 1.0, 0.7], [-2.5, -0.6, 4.1], [1.6, 0.2, -2.6], [2.0, -1.0, -4.8], [1.1, 1.7, 1.6], [-0.4, -0.5, -0.4], [0.0, -0.4, -0.3], [0.1, 0.5, -0.2], [0.3, 0.0, 0.4], [-0.1, 0.3, -0.1], [0.2, -0.1, 0.1], [-0.2, 0.1, 0.3], [-0.3, -0.2, -0.2], [-0.2, 0.0, 0.2], [0.2, 0.0, 0.1], [-0.2, 0.0, 0.2], [0.0, -0.3, -0.2], [0.0, 0.3, -0.1], [0.4, -0.5, -0.6], [-0.5, -0.1, -0.3], [-0.8, 1.0, 1.4], [2.5, 0.2, 3.0], [0.9, -0.8, -2.3], [-0.1, 0.1, 0.3], [-0.2, 0.3, 0.3], [0.1, -0.1, -0.2]]}

(4)
{"formula": "C17H17AsN6O3Pt", "method": "wB97M-V/def2-TZVPD", "homo_ev": -8.4121, "spin_multiplicity": 1, "fmax_ha_per_bohr": 0.0248, "relative_energy_kcal_mol": 14.20, "energy_ev": -97073.2590, "gap_ev": 7.8, "species": ["Pt", "O", "C", "N", "C", "O", "C", "C", "C", "C", "C", "N", "C", "C", "C", "C", "C", "N", "H", "H", "H", "H", "H", "H", "H", "H", "N", "C", "N", "C", "N", "C", "As", "C", "C", "O", "H", "H", "H", "H", "H", "H", "H", "H", "H"], "xyz": [[0.096000, 0.896551, 1.058536], [2.823788, 3.645686, -0.099566], [2.168296, 2.706762, 0.269916], [0.797555, 2.557413, 0.255309], [-0.149516, 3.496726, -0.078768], [0.021114, 4.609413, -0.506798], [-1.558015, 2.929787, 0.116534], [-2.665415, 3.741027, 0.020877], [-3.922785, 3.160676, 0.112687], [-4.027192, 1.788319, 0.242418], [-2.872583, 1.032444, 0.349926], [-1.662454, 1.592003, 0.320878], [2.841878, 1.456385, 0.872027], [4.210683, 1.314691, 0.849285], [4.768687, 0.142147, 1.343697], [3.936485, -0.846914, 1.838061], [2.565402, -0.645405, 1.839271], [2.043646, 0.485602, 1.375417], [-2.514873, 4.799170, -0.139674], [-4.812850, 3.773834, 0.063826], [-4.982914, 1.285518, 0.278604], [-2.917468, -0.041569, 0.440782], [4.799983, 2.123559, 0.440024], [5.841101, 0.000759, 1.334796], [4.333686, -1.773842, 2.226220], [1.851348, -1.375753, 2.193453], [-0.990002, -0.423444, 2.445079], [-1.616300, -1.396702, 2.254182], [-2.262766, -2.500670, 2.140840], [-3.309934, -2.461961, 1.332627], [-4.218203, -2.473859, 0.610607], [1.103238, -1.029501, -2.407583], [0.140290, -2.264369, -1.278775], [0.844730, -4.021800, -1.645139], [-1.683750, -2.258759, -1.887604], [0.284048, -1.854341, 0.305617], [0.894632, -1.208684, -3.461555], [2.170220, -1.140264, -2.219294], [0.795209, -0.021320, -2.132148], [0.705712, -4.292902, -2.690766], [0.324552, -4.732556, -1.005493], [1.905156, -4.027879, -1.399485], [-1.748864, -2.615599, -2.914906], [-2.069325, -1.241347, -1.832079], [-2.282240, -2.889011, -1.231885]], "forces_ev_per_angstrom": [[-1.0, -0.6, 0.5], [0.1, 0.0, -0.1], [0.0, -0.2, 0.3], [0.3, -0.5, -0.1], [-0.1, -0.1, 0.0], [0.0, 0.1, 0.1], [0.2, -0.2, -0.2], [0.0, 0.0, -0.1], [-0.1, 0.1, 0.0], [0.0, -0.1, -0.1], [0.1, -0.1, -0.1], [-0.1, 0.9, 0.6], [-0.2, 0.1, -0.1], [0.0, 0.1, 0.0], [0.0, 0.0, 0.0], [0.0, 0.0, 0.0], [-0.1, 0.0, 0.1], [0.0, 0.6, -0.1], [0.0, 0.0, 0.0], [0.0, 0.0, 0.0], [0.0, 0.0, 0.0], [0.0, -0.1, 0.2], [0.0, 0.0, 0.0], [0.0, 0.0, 0.0], [0.0, 0.0, 0.0], [0.0, 0.0, 0.0], [0.5, 0.4, -0.7], [0.2, -0.3, 0.1], [0.0, 0.3, 0.0], [-0.1, -0.1, 0.0], [0.0, 0.0, 0.0], [0.0, -0.1, 0.0], [0.0, 0.0, -0.1], [0.0, 0.0, 0.0], [0.0, 0.0, 0.0], [0.2, -0.1, -0.1], [0.0, 0.0, 0.0], [0.0, 0.0, 0.0], [0.0, 0.0, 0.0], [0.0, 0.0, 0.0], [0.0, 0.0, 0.0], [0.0, 0.0, 0.0], [0.0, 0.0, 0.0], [0.0, 0.0, 0.0], [0.0, 0.0, 0.0]]}